1.
29
Properties=species:S:1:pos:R:3:lowdin_charge:R:1 method="wB97M-V/def2-TZVPD" largest_force_ev_per_a=4.87 e_homo_ev=-12.531 total_charge=+1 homo_lumo_gap_ev=8.399
C -0.596 -1.272 -0.008 -0.500
C -3.482 1.166 0.237 -0.258
C -2.021 1.341 0.270 -0.067
C -1.341 2.100 -0.754 -0.059
C 2.202 -1.210 -1.190 -0.014
C 2.315 0.856 0.200 -0.053
C 2.414 -1.294 1.467 0.006
C 1.888 -0.537 0.205 -0.520
N -1.715 -0.640 -0.314 -0.209
O -3.874 -0.134 0.616 -0.449
O -0.641 -2.561 0.177 0.221
O 0.381 -0.473 0.182 0.057
S -3.276 -1.199 -0.439 1.053
H -3.977 1.955 0.911 0.192
H -3.839 1.219 -0.769 0.110
H -1.399 1.197 1.170 0.150
H -1.383 1.639 -1.733 0.105
H -0.193 2.277 -0.432 0.126
H -1.704 3.122 -0.784 0.105
H 1.840 -0.702 -2.106 0.092
H 3.347 -1.090 -1.239 0.114
H 1.947 -2.308 -1.381 0.111
H 1.643 1.343 -0.534 0.076
H 3.390 0.980 -0.158 0.139
H 2.071 1.524 1.039 0.105
H 2.148 -0.602 2.321 0.109
H 1.849 -2.237 1.515 0.082
H 3.500 -1.585 1.464 0.115
H -1.492 -2.874 0.065 0.060

=====

2.
14
Properties=species:S:1:pos:R:3:lowdin_charge:R:1 method="wB97M-V/def2-TZVPD" largest_force_ev_per_a=2.37 smiles="C[C@]12N[C@H]1CC2=O" e_homo_ev=-8.719 total_charge=0 homo_lumo_gap_ev=9.455
C -1.700 0.287 -0.111 0.038
C -0.336 -0.647 0.274 -0.262
N 0.596 -1.459 1.147 0.123
C 0.764 -0.013 1.048 -0.242
C 1.251 0.615 -0.282 -0.027
C 0.246 -0.289 -1.014 -0.447
O -0.014 -0.625 -2.142 0.098
H -1.583 1.026 -0.965 0.107
H -1.911 0.903 0.751 0.062
H -2.515 -0.343 -0.442 0.065
H 1.308 -2.047 0.675 0.115
H 0.615 0.506 1.998 0.140
H 2.236 0.392 -0.655 0.102
H 1.041 1.695 -0.283 0.127

=====

3.
66
Properties=species:S:1:pos:R:3:lowdin_charge:R:1 method="wB97M-V/def2-TZVPD" largest_force_ev_per_a=4.98 e_homo_ev=-11.342 total_charge=+1 homo_lumo_gap_ev=2.078
Hg -0.029 -0.536 -1.524 0.641
C 2.032 -4.855 -4.945 -0.062
O 2.073 -3.867 -3.875 0.071
H 1.444 -5.754 -4.761 0.140
H 1.431 -4.596 -5.816 0.116
H 3.008 -5.238 -5.242 0.100
O -5.240 0.726 -0.308 0.077
C -6.354 0.805 0.192 -0.450
O -6.527 0.389 1.479 0.018
C -7.900 0.252 1.693 -0.164
C -8.591 1.249 0.629 -0.129
C -7.671 1.038 -0.587 -0.062
H -8.106 0.642 2.690 0.120
H -8.236 -0.777 1.572 0.123
H -8.808 2.223 1.066 0.112
H -9.586 0.851 0.426 0.100
H -7.450 1.995 -1.060 0.121
H -7.875 0.231 -1.291 0.131
O -2.066 -4.725 0.773 0.121
C -2.146 -5.922 0.724 -0.499
O -1.307 -6.771 1.365 0.012
C -1.799 -8.035 1.772 -0.154
C -3.266 -7.838 1.471 -0.148
C -3.323 -6.722 0.398 -0.084
H -1.775 -8.268 2.837 0.131
H -1.387 -8.840 1.164 0.128
H -3.909 -7.554 2.304 0.121
H -3.622 -8.783 1.059 0.113
H -4.290 -6.223 0.336 0.130
H -3.138 -7.073 -0.617 0.129
O 2.543 -0.694 3.185 0.035
C 2.565 -0.892 4.441 -0.454
O 3.642 -1.015 5.192 0.053
C 3.261 -1.104 6.621 -0.124
C 1.856 -0.596 6.618 -0.200
C 1.319 -1.073 5.295 -0.071
H 3.806 -0.368 7.212 0.125
H 3.374 -2.080 7.094 0.129
H 1.926 0.480 6.777 0.120
H 1.327 -0.764 7.556 0.123
H 0.530 -0.413 4.933 0.129
H 1.059 -2.131 5.336 0.136
O 3.487 2.058 -4.576 0.115
C 4.445 2.417 -5.208 -0.519
O 5.676 2.468 -4.685 0.042
C 6.499 3.291 -5.470 -0.155
C 5.782 3.353 -6.833 -0.152
C 4.511 2.624 -6.642 -0.096
H 7.541 2.973 -5.421 0.126
H 6.578 4.239 -4.939 0.121
H 6.525 3.022 -7.558 0.115
H 5.632 4.362 -7.216 0.117
H 4.405 1.702 -7.213 0.146
H 3.729 3.358 -6.835 0.139
O 0.770 4.013 0.445 0.046
C 1.199 5.183 0.489 -0.456
O 0.468 6.168 -0.008 0.054
C 1.167 7.394 0.225 -0.144
C 2.556 7.106 0.828 -0.159
C 2.502 5.641 1.196 -0.078
H 0.577 7.934 0.966 0.127
H 1.386 7.987 -0.662 0.125
H 2.743 7.672 1.740 0.117
H 3.363 7.155 0.097 0.114
H 2.308 5.450 2.251 0.127
H 3.355 5.058 0.847 0.125

=====

4.
12
Properties=species:S:1:pos:R:3:lowdin_charge:R:1 method="wB97M-V/def2-TZVPD" largest_force_ev_per_a=5.48 smiles=Oc1nc(S)c(S)[nH]1 e_homo_ev=-7.995 total_charge=0 homo_lumo_gap_ev=8.140
O -2.709 -0.300 -0.166 0.126
C -1.442 -0.131 -0.092 -0.512
N -0.587 -1.138 0.135 0.104
C 0.667 -0.767 -0.185 -0.737
S 2.207 -1.690 -0.134 0.687
C 0.632 0.596 -0.192 -0.707
S 2.007 1.798 -0.128 0.660
N -0.720 1.018 -0.277 0.099
H -3.184 0.407 0.378 0.167
H 1.741 -3.096 -0.434 -0.040
H 2.411 1.272 1.249 -0.029
H -1.024 2.029 -0.153 0.181